C36H39F2N7O3Zr | the ωB97M-V functional and the def2-TZVPD basis

LUMO level	-0.2009	hartree
Kohn-Sham gap	0.2544	Eh
charge	+2

CARTESIAN COORDINATES (ANGSTROEM)
Zr: 1.4502 -1.6438 -0.5329
C: 0.1602 -5.6514 0.6464
C: -0.6883 -4.4156 0.3406
C: -0.1483 -3.1916 1.0919
C: -0.9476 -4.2182 -1.1486
C: -2.2240 -4.4975 -1.6247
C: -2.5289 -4.3705 -2.9703
C: -1.5488 -3.9754 -3.8628
C: -0.2575 -3.6810 -3.4350
C: 0.7842 -3.2252 -4.4413
C: 0.4648 -1.8187 -4.9587
C: 0.9080 -4.2050 -5.6096
C: 0.0210 -3.7977 -2.0701
N: 1.3125 -3.4005 -1.5599
C: 2.3355 -4.3652 -1.6504
C: 2.3348 -5.5205 -2.4246
C: 3.4280 -6.3768 -2.3692
C: 4.5193 -6.1138 -1.5523
C: 4.5399 -4.9682 -0.7607
C: 3.4468 -4.1564 -0.8631
F: 3.3494 -2.9786 -0.1038
H: 0.1878 -5.8439 1.7204
H: 1.1865 -5.5303 0.2975
H: -0.2559 -6.5302 0.1555
H: -1.6766 -4.5914 0.7721
H: 0.9652 -3.1732 1.1081
H: -0.3713 -3.2325 2.1591
H: -0.5925 -2.2476 0.7455
H: -2.9924 -4.8158 -0.9302
H: -3.5331 -4.5666 -3.3193
H: -1.7966 -3.8781 -4.9120
H: 1.7528 -3.1846 -3.9394
H: -0.5145 -1.7992 -5.4416
H: 1.2066 -1.5080 -5.6957
H: 0.4590 -1.0857 -4.1515
H: -0.0030 -4.2304 -6.2090
H: 1.1079 -5.2216 -5.2684
H: 1.7227 -3.9026 -6.2683
H: 1.4812 -5.7536 -3.0458
H: 3.4225 -7.2732 -2.9742
H: 5.3556 -6.7973 -1.5218
H: 5.3644 -4.7264 -0.1054
C: 2.9748 5.4780 2.5218
C: 2.3708 5.1731 1.1616
N: 1.8153 3.8080 1.0850
C: 2.5534 2.8509 0.4916
C: 2.1539 1.5564 0.4312
C: 2.7786 0.3636 -0.2017
O: 3.1326 -0.5681 0.5635
O: 2.4679 0.0701 -1.4043
C: 0.9081 1.1380 0.9851
O: 0.5153 -0.0651 0.9118
C: 0.1146 2.1726 1.5967
C: -1.1444 1.8589 2.1379
C: -1.8916 2.8378 2.7039
F: -3.0770 2.5403 3.2567
C: -1.4548 4.1816 2.7573
C: -0.2199 4.4905 2.2311
C: 0.5864 3.4940 1.6425
N: -2.2943 5.1222 3.3942
C: -1.6990 6.3895 3.7740
C: -2.5938 7.0842 4.7848
N: -3.9712 7.2709 4.2084
C: -4.5540 5.9685 3.7243
C: -3.5908 5.3292 2.7471
H: 3.3700 6.4932 2.5280
H: 3.7967 4.7962 2.7388
H: 2.2444 5.3893 3.3263
H: 3.1307 5.2437 0.3864
H: 1.5888 5.8781 0.8834
H: 3.4918 3.1782 0.0651
H: -1.5015 0.8388 2.1129
H: 0.1283 5.5103 2.2591
H: -1.5222 7.0529 2.9112
H: -0.7392 6.2153 4.2594
H: -2.2111 8.0659 5.0565
H: -2.7105 6.4748 5.6790
H: -3.9274 7.9304 3.4274
H: -4.5858 7.6907 4.9081
H: -5.5165 6.1846 3.2652
H: -4.6941 5.3410 4.6025
H: -3.4884 5.9595 1.8494
H: -4.0149 4.3807 2.4315
N: -4.3183 -1.5176 -3.3616
C: -3.4629 -1.0428 -2.7534
N: -2.5402 -0.4334 -2.0169
C: -1.3620 -0.7562 -1.8295
N: -0.2243 -0.9550 -1.5501

Forces on the atoms, in the same order (eV/Å):
-0.185 0.051 -0.005
0.007 0.005 -0.012
-0.052 0.004 -0.008
0.170 0.067 0.070
0.025 -0.009 0.006
-0.011 0.004 -0.011
-0.002 0.003 0.011
0.004 0.000 0.002
0.034 -0.011 -0.014
-0.016 0.036 0.005
-0.009 -0.017 -0.003
-0.006 -0.026 -0.019
-0.057 0.030 0.071
0.084 -0.133 -0.109
-0.018 -0.008 -0.005
-0.005 -0.029 0.042
0.004 -0.011 -0.003
0.012 0.010 0.019
-0.012 -0.020 -0.060
-0.003 0.032 0.050
0.032 -0.036 -0.026
-0.001 0.004 0.002
0.003 -0.003 0.002
-0.004 0.000 0.003
0.004 -0.002 0.006
0.000 -0.090 -0.022
-0.067 -0.023 -0.019
-0.002 -0.009 -0.041
0.003 0.001 0.004
0.000 0.001 -0.007
-0.003 0.002 0.000
-0.002 0.005 0.001
0.002 0.003 0.001
0.001 -0.002 0.003
0.002 0.011 0.008
-0.006 0.011 0.009
0.006 0.004 -0.007
0.006 0.001 0.009
-0.004 0.009 0.011
-0.004 0.002 -0.001
0.001 0.001 -0.004
-0.005 0.013 0.006
0.011 0.009 0.011
0.016 0.016 0.005
-0.002 0.001 -0.010
-0.016 0.016 0.021
0.044 0.021 -0.008
-0.093 -0.136 -0.001
0.011 0.033 0.025
0.061 0.167 -0.016
-0.011 0.002 0.015
0.031 0.054 -0.007
0.018 0.001 -0.012
-0.032 -0.002 0.017
0.025 0.014 -0.012
-0.002 0.000 0.005
-0.038 -0.053 0.076
0.007 0.009 0.004
-0.014 -0.015 -0.002
0.059 0.085 -0.211
-0.023 -0.017 0.037
0.020 0.001 0.017
-0.009 0.010 -0.002
-0.008 -0.019 -0.007
0.000 0.011 0.060
-0.001 0.000 -0.002
-0.003 -0.001 0.002
-0.009 -0.006 -0.009
-0.009 -0.010 -0.009
0.000 0.001 0.006
0.002 -0.006 -0.005
0.008 -0.004 -0.004
-0.003 0.002 0.010
-0.020 -0.012 -0.003
0.003 -0.001 0.002
0.007 -0.004 0.004
-0.009 0.002 0.001
-0.002 0.001 0.004
0.000 0.002 -0.004
-0.002 -0.006 0.003
-0.005 -0.002 0.002
0.019 -0.003 0.006
-0.001 -0.009 0.009
0.004 0.001 -0.009
0.005 -0.031 0.007
-0.003 0.071 -0.037
0.002 -0.045 0.004
0.040 -0.025 0.052

C36H39FN6O5PTi | the ωB97M-V functional and the def2-TZVPD basis

LUMO level (spin up / spin down)	0.0064 / -0.0001	hartree
multiplicity	2
Kohn-Sham gap (spin up / spin down)	0.2700 / 0.2622	Eh
charge	0

CARTESIAN COORDINATES (ANGSTROEM)
Ti: -0.6083 0.7053 0.2306
O: -1.5961 0.1502 2.0611
N: -1.4588 0.9002 3.0865
N: -0.6104 1.8188 2.9148
O: 0.0390 1.9336 1.7818
C: -0.3291 2.7612 3.9615
C: 0.3364 3.9255 3.6222
C: 0.6107 4.8511 4.6173
C: 0.2254 4.6099 5.9265
C: -0.4394 3.4329 6.2478
C: -0.7201 2.4977 5.2676
H: 0.6152 4.0986 2.5924
H: 1.1245 5.7678 4.3609
H: 0.4435 5.3360 6.6984
H: -0.7378 3.2391 7.2693
H: -1.2353 1.5776 5.5030
O: 0.5964 -2.0421 -1.8426
C: 0.1727 -1.3292 -3.0018
C: -0.0466 0.1884 -2.6944
O: -0.4251 0.9294 -3.5768
O: 0.2724 0.5845 -1.5027
C: -1.0903 -1.9990 -3.5546
C: -1.0512 -3.3872 -3.7001
C: -2.1550 -4.0889 -4.1560
C: -3.3221 -3.4098 -4.4884
C: -3.3653 -2.0304 -4.3573
C: -2.2586 -1.3263 -3.8895
C: 1.3188 -1.3993 -3.9965
C: 1.0842 -1.3550 -5.3658
C: 2.1471 -1.3679 -6.2564
C: 3.4509 -1.4253 -5.7871
C: 3.6880 -1.4631 -4.4212
C: 2.6272 -1.4454 -3.5284
H: -0.0757 -1.9034 -1.1677
H: -0.1395 -3.9149 -3.4486
H: -2.1005 -5.1644 -4.2670
H: -4.1830 -3.9514 -4.8602
H: -4.2610 -1.4866 -4.6339
H: -2.3008 -0.2491 -3.8202
H: 0.0688 -1.3005 -5.7366
H: 1.9541 -1.3319 -7.3209
H: 4.2795 -1.4392 -6.4836
H: 4.7036 -1.5055 -4.0479
H: 2.8064 -1.4765 -2.4621
C: 4.3297 -1.5677 2.4032
N: 3.6192 -2.5693 1.6157
C: 2.8376 -3.4069 2.5225
N: 1.9161 -2.6600 3.3793
C: 2.6830 -1.6491 4.1083
N: 3.4606 -0.7572 3.2506
C: 2.5925 0.1044 2.4506
P: 1.4665 -0.8457 1.3153
C: 2.7755 -1.9496 0.5951
C: 0.8443 -2.0440 2.5956
H: 4.8862 -0.9118 1.7311
H: 5.0409 -2.0878 3.0491
H: 3.5355 -3.9461 3.1670
H: 2.2713 -4.1351 1.9386
H: 3.3786 -2.1664 4.7728
H: 1.9993 -1.0535 4.7167
H: 3.2060 0.7869 1.8571
H: 1.9849 0.7246 3.1131
H: 3.4043 -1.3597 -0.0769
H: 2.3006 -2.7198 -0.0146
H: 0.2666 -2.8267 2.0950
H: 0.1541 -1.5247 3.2636
F: -0.0356 7.1337 0.5171
C: -0.5843 5.9151 0.2679
C: -1.5803 5.4472 1.0996
C: -2.1269 4.1984 0.8436
C: -1.6948 3.4095 -0.2312
C: -2.1909 2.0327 -0.4282
C: -0.6911 3.9358 -1.0549
C: -0.1334 5.1830 -0.8102
H: -1.9162 6.0537 1.9309
H: -2.9080 3.8210 1.4947
H: -2.3303 1.8001 -1.4891
H: -3.1274 1.8535 0.1069
H: -0.3442 3.3504 -1.8994
H: 0.6410 5.5892 -1.4478
C: -5.2230 -1.8832 -0.3773
C: -3.8902 -2.5899 -0.6481
C: -2.7696 -1.6789 -0.5186
N: -1.8722 -0.9734 -0.4270
H: -6.0379 -2.5992 -0.4632
H: -5.3880 -1.0831 -1.0969
H: -5.2395 -1.4560 0.6239
H: -3.8427 -2.9952 -1.6617
H: -3.7228 -3.4150 0.0466

Forces on the atoms, in the same order (eV/Å):
0.022 0.353 0.340
0.156 0.007 -0.484
-0.231 -0.133 0.243
0.201 0.181 -0.157
-0.068 -0.224 -0.407
0.012 0.029 0.063
0.027 -0.013 -0.135
0.017 0.034 0.019
-0.009 -0.005 0.013
0.020 0.035 0.004
-0.053 -0.108 -0.049
-0.002 0.003 0.029
0.000 -0.002 -0.009
-0.002 -0.002 -0.002
-0.003 -0.007 -0.002
0.004 0.008 0.002
0.062 -0.002 -0.133
-0.143 0.064 0.135
0.077 0.176 -0.641
-0.007 -0.180 0.031
-0.117 -0.086 0.907
-0.020 -0.039 0.073
0.013 0.006 0.064
-0.005 0.026 -0.015
0.004 0.006 -0.001
-0.029 0.010 0.006
-0.042 0.007 -0.063
0.081 0.029 -0.074
0.022 0.034 0.027
-0.031 0.000 -0.004
0.026 -0.002 -0.013
0.025 -0.005 0.002
-0.004 -0.034 0.009
-0.027 0.043 0.068
-0.008 0.013 0.007
0.000 -0.004 0.003
0.006 0.003 0.002
0.011 -0.013 0.018
0.002 0.008 0.025
0.008 0.001 0.003
0.001 -0.001 0.001
-0.001 0.002 0.001
-0.005 0.001 -0.001
0.002 0.004 -0.028
0.038 -0.007 0.025
-0.023 -0.069 -0.013
-0.011 0.018 0.004
0.040 0.003 -0.005
-0.016 0.003 -0.019
-0.017 0.012 0.043
-0.053 0.030 0.005
-0.001 -0.054 0.084
-0.011 0.016 -0.062
0.074 -0.021 -0.024
0.002 -0.002 -0.003
0.002 0.000 -0.003
-0.006 0.002 0.008
0.002 0.004 -0.006
-0.005 -0.012 -0.001
0.002 0.005 -0.002
-0.020 -0.004 -0.017
0.001 0.004 -0.001
-0.038 0.020 -0.005
-0.012 -0.011 -0.014
0.012 -0.003 0.002
-0.001 0.022 -0.004
-0.014 -0.024 0.001
0.013 0.030 0.006
-0.006 0.002 0.007
0.057 -0.035 -0.082
0.026 0.159 0.086
0.055 -0.245 -0.020
-0.023 0.025 0.020
0.012 -0.001 -0.018
0.000 0.002 -0.002
-0.013 -0.009 0.002
-0.010 0.005 -0.003
0.002 -0.029 -0.002
0.000 -0.005 -0.007
-0.001 0.000 0.000
0.017 -0.020 -0.023
-0.156 -0.048 -0.050
0.294 -0.029 -0.086
-0.191 0.041 0.341
0.010 -0.009 -0.007
0.013 0.001 -0.003
0.001 -0.001 0.001
-0.023 -0.007 -0.035
-0.015 0.015 0.004

Table of ΔE to the lowest compared entry with this formula, charge and spin (eV), in record order: 0.1723, 2.3897
Table of E_tot (Ha), in record order: -2250.64878, -3390.64815